{
  "formula": "C45H60N4O3PS3Si4TeTl",
  "method": "ωB97M-V/def2-TZVPD",
  "total_energy_ev": -145037.467,
  "multiplicity": 2,
  "lumo_energy_ev": [2.196, 2.074],
  "e_homo_ev": [-2.35, -3.60],
  "total_charge": -1,
  "species": ["Tl", "C", "O", "C", "O", "N", "N", "H", "H", "H", "H", "H", "H", "S", "C", "C", "C", "C", "C", "C", "N", "C", "C", "C", "C", "C", "C", "C", "C", "N", "C", "C", "C", "C", "C", "S", "C", "H", "H", "H", "H", "H", "H", "H", "H", "H", "H", "H", "H", "O", "H", "H", "S", "C", "C", "Si", "C", "C", "Si", "Te", "Si", "C", "C", "C", "Si", "C", "C", "C", "H", "H", "H", "H", "H", "H", "H", "H", "H", "H", "H", "H", "H", "H", "H", "H", "H", "H", "H", "H", "H", "H", "H", "H", "H", "H", "H", "C", "P", "C", "C", "C", "C", "C", "C", "C", "C", "C", "C", "C", "C", "H", "H", "H", "H", "H", "H", "H", "H", "H", "H", "H", "H", "H"],
  "coordinates": [[0.39141, -0.88355, 0.79609], [0.05974, 0.74207, 5.68047], [-0.52240, 1.74034, 4.84369], [-0.16884, 1.65243, 3.54185], [0.60295, 0.80833, 3.12172], [-0.77530, 2.62698, 2.83796], [-0.61007, 2.85788, 1.47304], [-0.33918, 0.91409, 6.67596], [1.14622, 0.83743, 5.68839], [-0.21551, -0.25405, 5.33431], [-1.41424, 3.23496, 3.31663], [0.38036, 2.85063, 1.23660], [-1.03286, 2.11048, 0.93259], [-7.13983, 0.46873, 0.98587], [-7.42507, 2.11081, 0.54960], [-6.25753, 2.78590, 0.38453], [-5.11528, 1.98215, 0.60758], [-5.40712, 0.68077, 0.94278], [-4.51503, -0.42235, 1.21647], [-3.13568, -0.30659, 0.98205], [-2.24792, -1.25223, 1.17807], [-2.66363, -2.46317, 1.67673], [-4.04863, -2.67825, 1.96584], [-4.44775, -3.94849, 2.50889], [-3.54481, -4.90630, 2.79156], [-2.14561, -4.71706, 2.51480], [-1.19651, -5.67266, 2.81403], [0.15900, -5.46671, 2.47670], [0.43684, -4.28950, 1.76304], [-0.42456, -3.33441, 1.50289], [-1.73217, -3.49024, 1.90308], [1.22325, -6.38272, 2.80672], [2.58556, -6.18368, 2.75032], [3.33777, -7.30569, 3.17028], [2.56544, -8.35832, 3.54817], [0.88832, -7.99038, 3.39732], [-4.95158, -1.66507, 1.71852], [-8.43734, 2.46929, 0.45951], [-6.21040, 3.82937, 0.10544], [-4.10650, 2.36068, 0.52490], [-2.74254, 0.62751, 0.58674], [-5.50440, -4.11284, 2.69007], [-3.85903, -5.85331, 3.21619], [-1.49449, -6.58674, 3.31677], [1.43542, -4.15037, 1.35768], [3.04120, -5.25344, 2.43998], [4.41855, -7.32919, 3.19764], [2.86964, -9.32147, 3.92414], [-6.00645, -1.81833, 1.91933], [2.38108, 2.17802, 0.26927], [2.43709, 1.21993, 0.38494], [2.41191, 2.30721, -0.68664], [2.34723, -0.08293, -3.16772], [1.24875, -0.23648, -1.97698], [-3.02553, 1.64866, -6.91409], [-2.53052, 0.94982, -5.21822], [-1.82088, -0.78882, -5.45178], [-4.10775, 0.78115, -4.17673], [-1.00868, 2.30756, -4.06087], [-0.60051, 0.88412, -1.98179], [-2.08088, 4.16323, -3.10424], [-0.84535, 5.43145, -2.42337], [-3.15292, 3.65733, -1.62711], [-3.18981, 5.00631, -4.39366], [0.82286, 2.97126, -5.37689], [2.21424, 3.67790, -4.30325], [0.25022, 4.37489, -6.52778], [1.50573, 1.64499, -6.54021], [-3.75974, 1.01725, -7.41932], [-2.15651, 1.74045, -7.57059], [-3.46123, 2.64519, -6.80549], [-2.50950, -1.45230, -5.97994], [-1.60754, -1.23460, -4.47774], [-0.88033, -0.76630, -6.00786], [-4.81848, 0.07378, -4.60994], [-4.61847, 1.74181, -4.06824], [-3.85889, 0.42641, -3.17318], [-0.19986, 4.95488, -1.68123], [-1.34745, 6.26970, -1.93540], [-0.20555, 5.83687, -3.21144], [-2.50626, 3.34933, -0.80124], [-3.80186, 2.81240, -1.87061], [-3.78719, 4.47334, -1.27139], [-2.60799, 5.30123, -5.27084], [-3.68470, 5.89936, -4.00518], [-3.96677, 4.31702, -4.73426], [1.82889, 4.41454, -3.59352], [2.98984, 4.16135, -4.90236], [2.68294, 2.87409, -3.73302], [-0.10956, 5.23870, -5.96267], [-0.56432, 4.04196, -7.17653], [1.06737, 4.71308, -7.16899], [1.86036, 0.78628, -5.97533], [2.34233, 2.02784, -7.13081], [0.73618, 1.29646, -7.23507], [2.56156, -1.93599, 3.70349], [3.31328, -0.79970, 2.45081], [4.49126, -2.00839, 1.71263], [5.82032, -2.20633, 2.07405], [6.55532, -3.23641, 1.50147], [5.98147, -4.07309, 0.55655], [4.67440, -3.84815, 0.14763], [3.94408, -2.81616, 0.71312], [4.33895, 0.23369, 3.57568], [5.08251, -0.24111, 4.65515], [5.71923, 0.64082, 5.51513], [5.60235, 2.01080, 5.32296], [4.87477, 2.49562, 4.24674], [4.25445, 1.61163, 3.37460], [3.31590, -2.49705, 4.25420], [1.89493, -2.63218, 3.19629], [1.96658, -1.33147, 4.38941], [6.29214, -1.55840, 2.80067], [7.58875, -3.38411, 1.79218], [6.55151, -4.88553, 0.12407], [4.22828, -4.47304, -0.61575], [2.93681, -2.61919, 0.35992], [5.15802, -1.30617, 4.83790], [6.30041, 0.25873, 6.34575], [6.07295, 2.69826, 6.01495], [4.78097, 3.56329, 4.09213], [3.68343, 1.99018, 2.53404]],
  "forces_ev_per_a": [[-0.157, -0.126, -0.117], [0.042, -0.070, -0.008], [-0.088, 0.058, 0.042], [0.230, -0.321, 0.156], [-0.210, 0.408, 0.002], [-0.122, 0.069, -0.027], [0.196, -0.078, -0.153], [-0.020, 0.040, -0.015], [-0.014, -0.029, -0.005], [0.026, 0.008, 0.011], [0.032, 0.042, 0.056], [0.047, 0.002, 0.013], [-0.032, -0.106, -0.022], [0.296, 0.168, -0.081], [-0.044, -0.209, 0.111], [-0.171, 0.096, -0.060], [0.197, -0.222, 0.125], [-0.503, 0.330, -0.078], [0.275, -0.349, 0.120], [-0.150, 0.087, -0.037], [0.141, -0.081, 0.015], [-0.077, -0.086, 0.075], [-0.009, 0.158, -0.060], [-0.020, -0.164, 0.078], [-0.198, 0.047, -0.015], [0.211, -0.041, -0.030], [0.067, 0.028, 0.010], [-0.221, 0.326, -0.211], [-0.010, -0.266, 0.111], [-0.013, 0.163, -0.084], [-0.117, -0.079, -0.004], [0.255, -0.366, 0.152], [-0.190, 0.083, -0.011], [0.100, -0.194, 0.018], [-0.203, -0.036, 0.063], [0.227, 0.272, -0.136], [0.094, 0.200, -0.079], [0.027, 0.050, -0.030], [0.011, -0.001, 0.009], [-0.056, -0.042, 0.019], [-0.025, -0.017, -0.067], [0.010, 0.000, 0.045], [0.004, 0.002, 0.006], [-0.074, 0.013, -0.003], [0.063, 0.068, 0.077], [-0.024, 0.018, -0.010], [-0.003, 0.025, -0.010], [0.046, 0.018, -0.018], [0.010, -0.102, 0.058], [0.059, 0.152, 0.104], [-0.022, -0.041, -0.029], [-0.092, -0.127, 0.011], [-0.129, 0.005, 0.065], [0.331, -0.114, -0.035], [0.166, 0.092, 0.163], [-0.455, -0.350, -0.144], [0.156, 0.224, 0.068], [0.206, 0.156, 0.015], [0.002, -0.217, 0.157], [-0.206, 0.338, -0.263], [-0.262, 0.457, 0.250], [0.076, -0.215, -0.234], [0.130, -0.193, -0.266], [0.141, -0.119, -0.014], [0.543, 0.265, -0.260], [-0.179, -0.149, 0.028], [-0.231, -0.099, 0.227], [-0.203, -0.025, 0.172], [-0.005, -0.071, 0.061], [0.009, -0.005, -0.002], [0.004, 0.006, -0.002], [-0.093, 0.091, -0.026], [0.009, 0.031, 0.015], [-0.002, 0.011, -0.008], [0.053, -0.021, -0.093], [-0.002, 0.002, -0.008], [0.011, -0.003, -0.001], [0.000, -0.014, -0.002], [-0.111, -0.036, -0.016], [0.001, 0.006, 0.007], [0.016, 0.023, -0.027], [0.007, 0.021, 0.011], [0.047, 0.099, -0.082], [-0.005, -0.005, -0.003], [0.027, -0.002, 0.091], [-0.002, -0.010, 0.004], [-0.015, -0.009, -0.023], [-0.050, -0.006, -0.097], [-0.022, -0.037, 0.022], [-0.001, 0.004, -0.002], [-0.013, 0.008, 0.003], [0.077, -0.058, 0.032], [0.020, -0.086, 0.083], [-0.034, 0.120, 0.028], [-0.008, 0.039, 0.006], [-0.053, 0.222, -0.116], [0.473, -0.155, 0.239], [-0.096, 0.100, -0.032], [-0.015, -0.054, 0.006], [0.108, 0.000, -0.017], [-0.034, 0.013, -0.029], [0.006, -0.069, -0.014], [0.001, 0.014, 0.018], [-0.126, 0.089, -0.152], [-0.036, 0.004, 0.042], [0.019, -0.043, 0.060], [0.004, 0.035, -0.038], [0.037, 0.027, 0.050], [0.006, -0.018, -0.021], [-0.006, -0.022, 0.003], [-0.020, -0.061, 0.019], [-0.024, -0.026, -0.015], [-0.014, -0.006, 0.017], [-0.013, 0.008, 0.022], [0.026, 0.021, -0.002], [-0.019, 0.023, 0.001], [-0.001, -0.018, -0.013], [-0.010, -0.003, 0.005], [-0.026, -0.004, 0.011], [0.031, -0.007, -0.018], [0.002, -0.008, -0.022], [-0.026, 0.008, 0.011]]
}